Density functional theory data (ωB97M-V with the def2-TZVPD basis set) for C5H6N2S in the gas phase at a distorted geometry.

Properties
F_max: 1.740 eV Å⁻¹
SMILES: C#C/C=C\N/C=N\S
Energy above the lowest of the compared OMol25 structures with the same formula, charge and spin: 3.604 eV
Net charge: 0

CARTESIAN COORDINATES (ANGSTROEM)
C: 3.163381 0.289913 0.628143
C: 2.293914 -0.362338 0.114135
C: 1.221394 -1.174648 -0.391869
C: -0.031023 -0.652106 -0.472127
N: -0.387167 0.628401 -0.035331
C: -1.627194 1.193744 -0.241657
N: -2.822832 0.764640 -0.153585
S: -3.197567 -0.786479 0.394281
H: 3.904992 0.950495 1.050372
H: 1.567651 -2.133105 -0.842407
H: -0.858157 -1.128199 -0.963497
H: 0.397318 1.237760 0.269874
H: -1.526077 2.233223 -0.494717
H: -2.098631 -1.061296 1.138391

Cartesian forces (eV/Å) of the 6 atoms listed first:
C 0.3 0.7 0.1
C -0.4 -0.4 0.4
C 0.2 0.3 -0.6
C 0.7 0.2 0.0
N 1.4 -0.8 0.5
C -0.3 0.8 0.0

Atom charges from the natural (NBO) analysis, given in e for atoms 1 to 5: C -0.2385; C -0.0591; C -0.3770; C 0.0533; N -0.6309